# C41H93F12N5OP2Zn

A molecular structure, C41H93F12N5OP2Zn (the ωB97M-V functional and the def2-TZVPD basis, OMol25).

Multiplicity: 2
E_tot, eV: -153083.839
Kohn-Sham gap (alpha / beta), eV: 8.654 / 4.735
Charge: +5
Expectation value of S²: 0.75
Lowest unoccupied orbital energy (alpha / beta), Eh: -0.460 / -0.604

Each line ends with the Löwdin spin population.
Element x y z (Å)
Zn: -3.29127 -2.73943 0.10380  0.01
C: -0.44838 -1.03362 -0.31023  0.11
O: -1.72306 -1.57427 -0.29337  0.78
H: 0.38816 -1.69878 -0.09605  0.05
H: -0.17704 -0.64182 -1.29052  0.03
H: -0.34262 -0.17916 0.35821  0.00
C: 3.48457 6.05130 -3.20373  0.00
C: 3.78366 4.75287 -2.47529  0.00
C: 2.97528 3.50770 -2.98580  0.00
N: 3.14335 2.17867 -2.20222  0.00
C: 2.81460 2.45907 -0.72737  0.00
C: 4.53906 1.57042 -2.41631  0.00
C: 4.33476 0.10617 -2.00532  0.00
C: 2.90535 -0.29536 -2.56223  0.00
C: 2.29651 1.12946 -2.86071  0.00
H: 3.55090 5.88695 -4.27922  0.00
H: 4.21533 6.81539 -2.93865  0.00
H: 2.62636 6.66014 -2.91933  0.00
H: 3.75278 4.87756 -1.39289  0.00
H: 4.82277 4.51515 -2.70296  0.00
H: 3.26183 3.30487 -4.01771  0.00
H: 1.89693 3.59319 -2.85185  0.00
H: 2.76399 1.49905 -0.21365  0.00
H: 1.79897 2.84833 -0.65630  0.00
H: 3.63017 3.07207 -0.34374  0.00
H: 5.12640 2.15591 -1.70896  0.00
H: 4.90134 1.72262 -3.43301  0.00
H: 4.37019 -0.05741 -0.92824  0.00
H: 5.12323 -0.50937 -2.43837  0.00
H: 2.25072 -0.90972 -1.94407  0.00
H: 2.96631 -0.95346 -3.42900  0.00
H: 1.36034 1.20614 -2.30772  0.00
H: 2.22809 1.34690 -3.92660  0.00
C: -4.20555 0.16944 -2.95975  0.00
C: -3.53466 -0.38052 -4.19554  0.00
C: -2.20923 -1.11537 -3.79294  0.00
N: -1.42974 -1.71749 -4.95376  0.00
C: -2.27610 -2.84645 -5.63128  0.00
C: -0.94609 -0.68930 -6.02093  0.00
C: 0.61955 -0.87100 -6.01022  0.00
C: 0.85904 -2.26910 -5.51687  0.00
C: -0.13674 -2.37238 -4.43136  0.00
H: -5.29419 0.16837 -3.01412  0.00
H: -3.89450 1.21295 -2.91040  0.00
H: -3.83880 -0.33674 -2.06679  0.00
H: -3.24669 0.46114 -4.82545  0.00
H: -4.22412 -0.92175 -4.84347  0.00
H: -2.29034 -2.00627 -3.17019  0.00
H: -1.58246 -0.41688 -3.23853  0.00
H: -2.83431 -3.47853 -4.94063  0.00
H: -1.58446 -3.45383 -6.21508  0.00
H: -2.93796 -2.53637 -6.43992  0.00
H: -1.43465 -0.97679 -6.95193  0.00
H: -1.30130 0.29183 -5.70579  0.00
H: 1.07662 -0.85253 -6.99959  0.00
H: 1.09929 -0.17057 -5.32660  0.00
H: 0.66159 -3.09324 -6.20236  0.00
H: 1.86318 -2.45657 -5.13650  0.00
H: -0.34596 -3.42844 -4.26089  0.00
H: 0.07693 -1.81847 -3.51723  0.00
C: -0.42031 -6.98887 2.80699  0.00
C: 0.14054 -5.84194 1.88724  0.00
C: 1.71535 -5.83004 2.04602  0.00
N: 2.34719 -4.53299 1.39793  0.00
C: 2.02345 -4.51566 -0.15899  0.00
C: 3.88558 -4.42225 1.63162  0.00
C: 4.08037 -2.94221 2.00007  0.00
C: 2.78064 -2.16820 2.04551  0.00
C: 1.70526 -3.32306 2.14133  0.00
H: -1.50350 -6.89012 2.87804  0.00
H: -0.04942 -6.80184 3.81474  0.00
H: -0.14607 -7.95689 2.38766  0.00
H: -0.38641 -4.94027 2.19935  0.00
H: -0.21198 -5.97709 0.86471  0.00
H: 2.17616 -6.67563 1.53540  0.00
H: 1.99330 -5.81364 3.09986  0.00
H: 2.55676 -3.69011 -0.63033  0.00
H: 0.95415 -4.38992 -0.32896  0.00
H: 2.47594 -5.36696 -0.66755  0.00
H: 4.43932 -4.74789 0.75104  0.00
H: 4.14470 -5.10577 2.44017  0.00
H: 4.76413 -2.39164 1.35397  0.00
H: 4.54541 -2.84493 2.98108  0.00
H: 2.69432 -1.67303 1.07832  0.00
H: 2.80649 -1.34617 2.76084  0.00
H: 0.65233 -3.17579 1.90102  0.00
H: 1.60479 -3.50911 3.21063  0.00
C: -0.17829 -0.46723 3.71453  0.00
C: 0.56808 0.73560 4.27188  0.00
C: 1.88416 0.51539 5.05074  0.00
N: 2.59792 1.82864 5.38120  0.00
C: 2.94596 2.66001 4.11523  0.00
C: 1.81453 2.71100 6.40472  0.00
C: 2.77565 3.42575 7.24294  0.00
C: 4.06312 2.69735 7.01540  0.00
C: 3.86383 1.42935 6.23423  0.00
H: 0.05410 -1.16769 4.51669  0.00
H: 0.11424 -0.87173 2.74556  0.00
H: -1.23836 -0.21563 3.74672  0.00
H: -0.09183 1.34624 4.88812  0.00
H: 0.75755 1.31814 3.37030  0.00
H: 2.67011 0.01403 4.48591  0.00
H: 1.73604 0.03952 6.02012  0.00
H: 3.51960 1.94259 3.52842  0.00
H: 3.68251 3.43629 4.32255  0.00
H: 2.06905 2.97455 3.54939  0.00
H: 1.05619 3.32442 5.91818  0.00
H: 1.30374 2.03257 7.08804  0.00
H: 2.90366 4.45334 6.90269  0.00
H: 2.57691 3.46506 8.31395  0.00
H: 4.93818 3.25795 6.68661  0.00
H: 4.34141 2.37028 8.01724  0.00
H: 4.62971 0.98046 5.60175  0.00
H: 3.70881 0.69099 7.02093  0.00
C: -3.87518 6.72487 -1.36545  0.00
C: -3.69782 5.22027 -1.12344  0.00
C: -3.09186 4.90005 0.23093  0.00
N: -3.09794 3.40273 0.64755  0.00
C: -2.19661 2.66737 -0.36772  0.00
C: -4.53458 2.83066 0.89055  0.00
C: -4.50824 1.95308 2.10332  0.00
C: -3.02383 1.78628 2.51425  0.00
C: -2.39796 3.14714 2.04798  0.00
H: -4.16056 7.28392 -0.47431  0.00
H: -4.52924 6.94516 -2.20912  0.00
H: -2.92141 7.22737 -1.52643  0.00
H: -2.96196 4.81309 -1.81685  0.00
H: -4.57630 4.63399 -1.39299  0.00
H: -3.63536 5.33563 1.06937  0.00
H: -2.08171 5.30288 0.30457  0.00
H: -2.27805 1.61990 -0.07741  0.00
H: -1.15415 2.96286 -0.24913  0.00
H: -2.49424 2.83034 -1.40355  0.00
H: -4.77683 2.23741 0.00880  0.00
H: -5.17638 3.71141 0.91238  0.00
H: -4.93088 0.98340 1.84025  0.00
H: -5.07824 2.32947 2.95275  0.00
H: -2.52942 0.99259 1.95415  0.00
H: -2.93124 1.47857 3.55581  0.00
H: -1.31507 3.19298 1.93243  0.00
H: -2.71930 3.99833 2.64825  0.00
P: -6.11034 -1.55253 -0.11633  0.00
F: -6.53918 0.02118 -0.49866  0.00
F: -4.57274 -1.14929 0.12582  0.00
F: -6.24844 -1.12135 1.44741  0.00
F: -5.56263 -2.98879 0.28166  0.00
F: -7.66893 -1.89886 -0.24660  0.00
F: -5.77411 -1.94055 -1.61848  0.00
P: -2.82165 -5.09290 -1.71722  0.00
F: -3.66754 -5.75117 -2.95349  0.00
F: -1.93982 -6.47143 -1.40721  0.00
F: -1.71731 -4.72652 -2.80316  0.00
F: -2.10915 -4.33138 -0.50889  0.01
F: -3.54062 -3.66745 -1.80703  0.00
F: -3.92676 -5.66819 -0.68868  0.00